(1)
{
  "formula": "C3H8N2OS",
  "method": "ωB97M-V/def2-TZVPD",
  "smiles": "NC(=S)[C@H](N)CO",
  "e_tot_ha": -702.03862,
  "orbital_gap_ev": 8.902,
  "lumo_energy_ev": 0.5,
  "relative_energy_kj_mol": 102.1,
  "species": ["N", "C", "S", "C", "N", "C", "O", "H", "H", "H", "H", "H", "H", "H", "H"],
  "coordinates": [[-1.037, -1.628, 0.026], [-1.311, -0.314, -0.004], [-2.901, 0.152, -0.230], [-0.146, 0.655, 0.379], [-0.018, 1.950, -0.271], [1.240, -0.037, 0.435], [1.497, -0.637, -0.818], [-1.856, -2.211, -0.196], [-0.104, -1.997, -0.070], [-0.384, 0.872, 1.410], [0.308, 1.770, -1.222], [-0.999, 2.296, -0.410], [1.958, 0.741, 0.630], [1.298, -0.817, 1.233], [2.455, -0.794, -0.893]],
  "atomic_forces_ev_per_a": [[-0.78, -0.16, -0.27], [-0.25, 0.17, 0.00], [0.94, 0.38, 0.02], [0.42, -0.90, 0.51], [-1.63, -0.29, -0.93], [-0.91, -0.28, 0.35], [0.80, -0.30, -0.58], [0.92, 0.25, 0.23], [-0.03, 0.09, -0.10], [-0.14, 0.05, 0.53], [0.03, 0.15, 0.07], [1.12, -0.19, 0.22], [0.32, 0.31, 0.29], [-0.19, 0.64, -0.31], [-0.61, 0.07, -0.04]]
}

***

(2)
{
  "formula": "C3H8N2OS",
  "method": "ωB97M-V/def2-TZVPD",
  "smiles": "C/N=C(/CS)NO",
  "e_tot_ha": -701.95689,
  "orbital_gap_ev": 9.971,
  "lumo_energy_ev": 0.7,
  "relative_energy_kj_mol": 316.7,
  "species": ["C", "N", "C", "C", "S", "N", "O", "H", "H", "H", "H", "H", "H", "H", "H"],
  "coordinates": [[-2.341, -1.240, -0.286], [-1.012, -1.241, 0.288], [-0.278, -0.202, 0.217], [1.047, -0.082, 0.960], [2.363, -0.102, -0.341], [-0.580, 0.959, -0.551], [-1.477, 1.809, 0.245], [-2.312, -0.912, -1.355], [-3.037, -0.579, 0.261], [-2.709, -2.258, -0.299], [1.057, -0.907, 1.689], [1.207, 0.871, 1.459], [2.213, -1.426, -0.703], [0.283, 1.501, -0.609], [-2.122, 1.988, -0.448]],
  "atomic_forces_ev_per_a": [[0.16, 0.41, -1.25], [0.68, 1.05, 0.89], [-0.30, -0.17, 0.53], [-0.38, -1.34, -0.71], [0.01, -1.13, 0.37], [-0.23, 0.65, 0.31], [0.35, -0.63, -0.90], [-0.08, 0.04, 0.64], [0.39, -0.35, -0.14], [-0.20, -0.11, 0.22], [0.61, 0.30, -0.35], [-0.41, 0.05, 0.02], [0.01, 0.97, 0.22], [-0.31, 0.01, -0.17], [-0.30, 0.25, 0.31]]
}

***

(3)
{
  "formula": "C3H8N2OS2",
  "method": "ωB97M-V/def2-TZVPD",
  "smiles": "NC(=O)[C@H](N)CSS",
  "e_tot_ha": -1100.24781,
  "orbital_gap_ev": 9.643,
  "lumo_energy_ev": 0.4,
  "relative_energy_kj_mol": 19.8,
  "species": ["N", "C", "O", "C", "N", "C", "S", "S", "H", "H", "H", "H", "H", "H", "H", "H"],
  "coordinates": [[2.620, -0.725, -0.320], [1.646, 0.216, -0.319], [1.863, 1.335, -0.743], [0.317, -0.067, 0.468], [0.040, -1.494, 0.501], [-0.743, 0.861, -0.057], [-2.260, 0.845, 0.998], [-3.833, 0.409, -0.253], [2.390, -1.633, 0.059], [3.564, -0.605, -0.634], [0.616, 0.251, 1.472], [-0.867, -1.683, 0.899], [0.207, -1.955, -0.378], [-0.217, 1.823, 0.046], [-0.947, 0.824, -1.120], [-4.397, 1.599, -0.619]],
  "atomic_forces_ev_per_a": [[-0.97, -1.61, 0.56], [0.51, 1.11, 0.56], [-0.25, 0.07, -0.32], [1.22, -1.30, -0.86], [0.51, 0.25, 0.45], [0.33, 1.48, 0.49], [0.16, 0.20, -0.55], [-0.11, -0.14, -0.18], [0.09, 0.17, 0.06], [-0.11, 0.60, -0.26], [-0.30, 0.01, 0.15], [-0.09, -0.20, -0.20], [-0.50, -0.02, -0.22], [-0.76, 0.14, 0.07], [-0.35, -0.63, -0.12], [0.63, -0.15, 0.37]]
}

***

(4)
{
  "formula": "C3H8N2S",
  "method": "ωB97M-V/def2-TZVPD",
  "smiles": "C/C(CN)=N/S",
  "e_tot_ha": -626.76367,
  "orbital_gap_ev": 9.591,
  "lumo_energy_ev": 0.9,
  "relative_energy_kj_mol": 156.5,
  "species": ["C", "C", "C", "N", "N", "S", "H", "H", "H", "H", "H", "H", "H", "H"],
  "coordinates": [[-1.903, -0.689, -0.917], [-0.645, -0.435, -0.143], [-0.662, 0.813, 0.816], [-1.008, 1.991, 0.069], [0.413, -1.055, -0.359], [1.923, -0.482, 0.250], [-2.734, -0.870, -0.216], [-1.843, -1.506, -1.595], [-2.160, 0.264, -1.459], [-1.538, 0.610, 1.487], [0.241, 0.895, 1.405], [-1.669, 2.540, 0.583], [-0.230, 2.521, -0.288], [2.601, -1.432, -0.431]],
  "atomic_forces_ev_per_a": [[-0.69, 1.29, 0.74], [-0.18, 2.33, 1.08], [-1.93, -1.50, -0.55], [-0.27, 0.14, -0.26], [1.39, -1.11, -0.92], [-0.22, -0.70, -0.21], [0.13, 0.02, -0.20], [0.29, -0.60, -0.50], [0.29, -0.94, 0.45], [0.89, 0.17, -0.17], [0.24, -0.13, 0.19], [0.10, 0.59, -0.08], [0.00, 0.11, 0.16], [-0.05, 0.32, 0.26]]
}

***

(5)
{
  "formula": "C3H8N2S",
  "method": "ωB97M-V/def2-TZVPD",
  "smiles": "N/N=C/S.C=C",
  "e_tot_ha": -626.69305,
  "orbital_gap_ev": 9.397,
  "lumo_energy_ev": 0.9,
  "relative_energy_kj_mol": 341.9,
  "species": ["N", "N", "C", "S", "H", "H", "H", "H", "C", "C", "H", "H", "H", "H"],
  "coordinates": [[0.841, 0.480, -2.197], [0.874, 0.517, -0.817], [0.892, 1.576, -0.141], [0.903, 1.736, 1.551], [1.437, -0.280, -2.587], [1.126, 1.331, -2.771], [0.938, 2.535, -0.721], [0.444, 0.571, 2.014], [-1.515, -1.269, 1.582], [-1.125, -1.629, 0.385], [-0.921, -1.705, 2.389], [-2.056, -0.279, 1.621], [-1.560, -1.291, -0.540], [-0.279, -2.293, 0.231]],
  "atomic_forces_ev_per_a": [[0.90, 0.67, -1.62], [0.54, -1.40, -0.01], [-0.11, 0.73, -2.89], [0.13, 0.86, 1.57], [-0.84, 0.55, 1.04], [-0.50, -0.74, 1.53], [-0.01, -0.28, 0.86], [-0.04, -0.37, -0.52], [0.53, 1.84, 0.23], [0.51, -0.80, -1.32], [-0.64, 0.51, 0.34], [-0.06, -1.65, 0.70], [-0.09, 0.48, -0.04], [-0.30, -0.40, 0.15]]
}

***

(6)
{
  "formula": "C3H8N2S",
  "method": "ωB97M-V/def2-TZVPD",
  "smiles": "C1=CC1.NSN",
  "e_tot_ha": -626.68499,
  "orbital_gap_ev": 9.788,
  "lumo_energy_ev": 1.0,
  "relative_energy_kj_mol": 363.1,
  "species": ["C", "C", "C", "H", "H", "H", "H", "N", "S", "N", "H", "H", "H", "H"],
  "coordinates": [[-1.920, 1.054, 0.043], [-1.715, 0.408, -1.063], [-2.546, -0.310, -0.046], [-1.812, 1.909, 0.664], [-1.277, 0.347, -2.029], [-2.119, -1.135, 0.515], [-3.615, -0.398, -0.194], [3.128, -0.836, -0.632], [2.509, 0.622, -0.084], [1.333, 0.153, 1.077], [3.650, -1.347, 0.066], [2.452, -1.426, -1.095], [1.528, 0.528, 1.995], [0.403, 0.432, 0.784]],
  "atomic_forces_ev_per_a": [[-0.03, -0.76, -0.82], [-0.14, 0.46, 0.97], [-0.05, -0.13, 0.13], [0.11, 0.45, 0.19], [0.20, 0.04, -0.43], [0.07, -0.06, 0.04], [-0.16, 0.01, -0.05], [0.10, 0.16, 0.01], [-0.28, -0.42, 0.22], [0.07, 0.37, -0.28], [-0.02, -0.01, -0.02], [0.00, 0.02, -0.01], [0.09, -0.04, 0.05], [0.04, -0.10, 0.01]]
}

***

(7)
{
  "formula": "C3H8N2S2",
  "method": "ωB97M-V/def2-TZVPD",
  "smiles": "C/N=C(/NS)SC",
  "e_tot_ha": -1024.89371,
  "orbital_gap_ev": 9.018,
  "lumo_energy_ev": 0.5,
  "relative_energy_kj_mol": 281.6,
  "species": ["C", "N", "C", "N", "S", "S", "C", "H", "H", "H", "H", "H", "H", "H", "H"],
  "coordinates": [[0.217, -2.628, 0.491], [-0.072, -1.206, 1.033], [-0.118, -0.293, 0.067], [-0.283, 1.084, 0.369], [-0.813, 1.730, 1.822], [0.205, -0.608, -1.679], [1.337, 0.705, -2.040], [0.902, -2.481, -0.523], [0.875, -3.178, 1.228], [-0.715, -3.227, 0.405], [-0.668, 1.705, -0.433], [-1.628, 0.677, 2.309], [1.512, 0.391, -3.059], [0.971, 1.844, -1.789], [2.344, 0.477, -1.352]],
  "atomic_forces_ev_per_a": [[2.10, 1.38, -0.34], [-0.25, 0.42, -3.52], [0.61, -1.18, 2.65], [-0.97, 0.42, -2.88], [-0.66, -1.13, 1.64], [-1.17, 0.19, 0.91], [2.03, 1.51, 2.92], [-2.13, -0.98, 2.48], [-0.77, 0.81, -0.61], [0.59, 0.59, -0.41], [0.86, -2.05, 1.68], [0.76, 1.05, -0.75], [0.57, 1.07, -0.53], [0.95, -3.01, -1.19], [-2.52, 0.91, -2.04]]
}

***

(8)
{
  "formula": "C3H8N3",
  "method": "ωB97M-V/def2-TZVPD",
  "total_charge": 1,
  "e_tot_ha": -282.99335,
  "orbital_gap_ev": 9.636,
  "lumo_energy_ev": -4.9,
  "relative_energy_kj_mol": 447.4,
  "species": ["C", "C", "C", "N", "N", "N", "H", "H", "H", "H", "H", "H", "H", "H"],
  "coordinates": [[-1.058, -1.235, 0.038], [-1.483, 0.235, 0.154], [1.006, -0.367, -0.386], [0.198, -1.391, -0.175], [2.135, -0.168, 0.259], [-0.361, 1.076, 0.172], [-1.724, -1.975, 0.250], [-2.079, 0.303, -0.711], [-2.265, 0.429, 0.861], [1.118, 0.003, -2.104], [2.852, 0.473, -0.064], [2.084, -0.490, 1.210], [-0.375, 1.814, -0.526], [-0.049, 1.293, 1.023]],
  "atomic_forces_ev_per_a": [[3.58, 3.52, 0.77], [-1.15, -1.71, -0.01], [0.78, 1.64, -5.15], [-1.97, -1.27, 0.25], [-0.29, 0.01, 0.03], [-0.71, -1.05, -4.73], [-1.57, -2.32, 0.08], [-0.48, 0.79, -1.80], [-0.01, -0.15, 1.20], [-0.22, -0.80, 4.27], [-0.31, -0.25, 0.21], [0.81, -0.04, 0.39], [0.18, 0.02, 0.53], [1.36, 1.60, 3.97]]
}

***

(9)
{
  "formula": "C3H8N3",
  "method": "ωB97M-V/def2-TZVPD",
  "smiles": "C=NCNC=[NH2+]",
  "total_charge": 1,
  "e_tot_ha": -283.03756,
  "orbital_gap_ev": 11.064,
  "lumo_energy_ev": -3.9,
  "relative_energy_kj_mol": 331.3,
  "species": ["C", "N", "C", "N", "C", "N", "H", "H", "H", "H", "H", "H", "H", "H"],
  "coordinates": [[-0.002, -2.304, 0.005], [-0.194, -1.079, -0.240], [0.692, -0.295, 0.677], [0.462, 1.209, 0.578], [-0.261, 1.818, -0.329], [-0.988, 1.161, -1.210], [0.852, -2.677, 0.516], [-0.748, -2.874, -0.443], [1.688, -0.507, 0.372], [0.876, -0.610, 1.801], [0.202, 1.619, 1.473], [-0.488, 2.910, -0.281], [-1.169, 1.398, -2.036], [-0.921, 0.231, -0.881]],
  "atomic_forces_ev_per_a": [[-0.68, 0.96, -1.35], [0.95, 0.38, 3.59], [0.83, 0.78, 0.54], [-0.63, -1.32, 1.76], [-2.22, 1.58, -1.62], [3.45, -1.02, 8.92], [0.36, -0.54, 0.84], [-0.61, -1.94, -0.75], [1.14, 0.47, -0.87], [-1.71, 0.76, -1.95], [1.09, 0.17, 0.24], [1.07, -0.70, 0.25], [-2.37, 2.88, -8.39], [-0.68, -2.45, -1.20]]
}

***

(10)
{
  "formula": "C3H8N3O",
  "method": "ωB97M-V/def2-TZVPD",
  "total_charge": 1,
  "e_tot_ha": -358.20282,
  "orbital_gap_ev": 9.086,
  "lumo_energy_ev": -4.0,
  "relative_energy_kj_mol": 508.3,
  "species": ["C", "C", "C", "N", "N", "N", "O", "H", "H", "H", "H", "H", "H", "H", "H"],
  "coordinates": [[1.469, -0.731, 0.038], [0.033, 0.799, 0.761], [-0.720, -1.226, -0.735], [0.189, -0.455, 0.014], [2.171, 0.149, 0.743], [-0.532, 1.873, 0.198], [1.244, 1.079, 1.291], [1.880, -1.526, -0.569], [-1.017, 0.336, 1.969], [-0.865, -0.615, -1.713], [-0.397, -2.224, -0.929], [-1.702, -1.107, -0.298], [3.109, 0.108, 0.985], [-1.480, 1.924, -0.107], [-0.042, 2.601, 0.641]],
  "atomic_forces_ev_per_a": [[0.04, 0.72, -0.04], [-5.22, -3.80, 3.37], [-2.26, 2.81, -2.73], [3.35, 0.45, 1.02], [-3.62, -0.85, -1.41], [1.11, 0.18, -1.59], [2.52, -0.17, 0.44], [0.33, -0.09, 0.39], [2.50, 0.67, -2.41], [0.27, -1.48, 1.06], [0.12, -0.53, 0.11], [-0.19, -0.72, 0.49], [1.81, 0.51, 0.97], [-0.40, 0.16, 0.41], [-0.35, 2.15, -0.08]]
}

***

(11)
{
  "formula": "C3H8N3O",
  "method": "ωB97M-V/def2-TZVPD",
  "smiles": "N[C@]1(O)C=C[NH2+]N1",
  "total_charge": 1,
  "e_tot_ha": -358.26365,
  "orbital_gap_ev": 10.288,
  "lumo_energy_ev": -3.5,
  "relative_energy_kj_mol": 348.7,
  "species": ["N", "C", "O", "C", "C", "N", "N", "H", "H", "H", "H", "H", "H", "H", "H"],
  "coordinates": [[-1.670, 0.829, -0.236], [-0.545, 0.171, -0.668], [-0.332, -0.070, -2.037], [-0.461, -1.185, 0.038], [0.468, -1.206, 0.968], [1.293, 0.020, 0.976], [0.761, 0.813, -0.034], [-1.966, 1.729, -0.681], [-2.170, 0.447, 0.560], [0.164, 0.620, -2.468], [-1.060, -2.090, -0.135], [0.575, -2.093, 1.546], [1.219, 0.726, 1.810], [2.259, -0.051, 0.840], [1.466, 1.338, -0.479]],
  "atomic_forces_ev_per_a": [[-1.07, 1.37, -1.15], [1.89, -1.22, 0.46], [-0.73, 0.15, 0.76], [0.30, 0.52, 0.10], [-0.40, -0.50, -0.48], [-2.00, 2.21, 2.67], [-2.13, 0.31, -1.19], [0.32, -1.49, 0.86], [0.06, 0.47, -0.48], [0.14, 0.53, -0.22], [-0.01, 0.86, -0.19], [1.05, 0.05, 0.94], [-0.09, -2.43, -0.69], [2.08, -1.21, -0.29], [0.60, 0.41, -1.11]]
}

***

(12)
{
  "formula": "C3H8N3O",
  "method": "ωB97M-V/def2-TZVPD",
  "smiles": "CNO/C=N\\C=[NH2+]",
  "total_charge": 1,
  "e_tot_ha": -358.26509,
  "orbital_gap_ev": 11.164,
  "lumo_energy_ev": -3.6,
  "relative_energy_kj_mol": 344.9,
  "species": ["C", "N", "O", "C", "N", "C", "N", "H", "H", "H", "H", "H", "H", "H", "H"],
  "coordinates": [[1.735, -0.097, -0.280], [0.625, 0.344, 0.475], [0.490, 1.763, 0.413], [-0.661, 2.042, -0.121], [-1.564, 1.211, -0.370], [-1.441, -0.136, -0.306], [-2.183, -0.944, 0.421], [2.585, 0.537, 0.112], [2.051, -1.183, -0.096], [1.483, 0.108, -1.259], [0.807, 0.103, 1.525], [-0.691, 3.045, -0.230], [-1.198, -0.600, -1.207], [-2.744, -0.730, 1.158], [-1.922, -1.973, 0.276]],
  "atomic_forces_ev_per_a": [[3.17, -0.12, 2.10], [-1.17, -1.61, 4.28], [2.10, -1.73, 0.58], [-0.75, -1.99, 0.26], [-1.07, -0.53, -0.11], [-1.44, 1.62, 0.54], [3.01, -3.12, -2.49], [-0.27, -0.77, -1.16], [-1.04, 1.51, -0.20], [0.20, 0.14, -2.44], [-0.61, 0.91, -2.28], [-0.91, 3.27, -0.70], [1.53, -0.75, -1.36], [-1.64, 1.07, 2.60], [-1.10, 2.11, 0.37]]
}

***

What did the tenth record say?
{
  "formula": "C3H8N3O",
  "method": "ωB97M-V/def2-TZVPD",
  "total_charge": 1,
  "e_tot_ha": -358.20282,
  "orbital_gap_ev": 9.086,
  "lumo_energy_ev": -4.0,
  "relative_energy_kj_mol": 508.3,
  "species": ["C", "C", "C", "N", "N", "N", "O", "H", "H", "H", "H", "H", "H", "H", "H"],
  "coordinates": [[1.469, -0.731, 0.038], [0.033, 0.799, 0.761], [-0.720, -1.226, -0.735], [0.189, -0.455, 0.014], [2.171, 0.149, 0.743], [-0.532, 1.873, 0.198], [1.244, 1.079, 1.291], [1.880, -1.526, -0.569], [-1.017, 0.336, 1.969], [-0.865, -0.615, -1.713], [-0.397, -2.224, -0.929], [-1.702, -1.107, -0.298], [3.109, 0.108, 0.985], [-1.480, 1.924, -0.107], [-0.042, 2.601, 0.641]],
  "atomic_forces_ev_per_a": [[0.04, 0.72, -0.04], [-5.22, -3.80, 3.37], [-2.26, 2.81, -2.73], [3.35, 0.45, 1.02], [-3.62, -0.85, -1.41], [1.11, 0.18, -1.59], [2.52, -0.17, 0.44], [0.33, -0.09, 0.39], [2.50, 0.67, -2.41], [0.27, -1.48, 1.06], [0.12, -0.53, 0.11], [-0.19, -0.72, 0.49], [1.81, 0.51, 0.97], [-0.40, 0.16, 0.41], [-0.35, 2.15, -0.08]]
}